1.
Here is a 2-piece molecular cluster, C9H13NO overall at a distorted geometry from the Open Molecules 2025 dataset. Energies are from ωB97M-V/def2-TZVPD.

## Properties
- SMILES = CNC(C)=O.c1ccccc1
- energy (eV) = -13078.8006
- largest force on an atom (eV Å⁻¹) = 5.058
- energy above the lowest of the compared OMol25 structures with the same formula, charge and spin (kJ/mol) = 315.6
- HOMO (eV) = -9.26

CARTESIAN COORDINATES (ANGSTROEM)
C -1.8693 -1.2717 -0.6606
N -1.3925 -0.3786 0.4208
C -1.8248 -0.2965 1.8245
C -0.9786 0.8184 2.5081
O -2.7958 -0.9370 2.3033
H -3.1494 -1.2853 -0.6337
H -1.2500 -0.7840 -1.7202
H -1.4958 -2.2902 -0.4900
H -0.7315 0.3003 0.1131
H -0.4076 1.2671 1.5890
H -0.3906 0.5643 3.4761
H -1.6295 1.6892 2.7503
C 1.6443 -1.1357 -1.5031
C 2.0530 -0.8187 -0.2253
C 2.1096 0.4760 0.2812
C 1.3596 1.4948 -0.3966
C 0.9742 1.2866 -1.6864
C 1.0260 -0.0072 -2.2302
H 1.3581 -2.1078 -1.8307
H 2.4542 -1.6795 0.3695
H 2.4901 0.5495 1.2793
H 1.2892 2.5229 -0.0124
H 0.4134 2.1202 -2.1335
H 0.7436 -0.0971 -3.3927

2.
Here is a 2-piece molecular cluster, C9H13NO overall at a distorted geometry from the Open Molecules 2025 dataset. Energies are from ωB97M-V/def2-TZVPD.

## Properties
- energy (eV) = -13074.3042
- largest force on an atom (eV Å⁻¹) = 3.771
- energy above the lowest of the compared OMol25 structures with the same formula, charge and spin (kJ/mol) = 749.5
- HOMO (eV) = -7.86

CARTESIAN COORDINATES (ANGSTROEM)
C 0.0802 -1.1647 -0.3648
C -0.9348 1.3233 1.0620
C 0.3284 1.9922 -0.8587
C -0.4339 -1.5809 -1.5062
C -0.5239 0.6995 2.3846
C 0.9979 0.9928 2.5007
C 1.4452 1.9479 1.4319
C 0.8822 -2.1795 -2.0788
C -1.6904 -1.7858 -2.2667
N 0.2796 1.8644 0.4263
O -1.9661 1.2440 0.5043
H -0.5787 1.6784 -1.2135
H -1.1241 1.2578 3.1081
H -0.7775 -0.2921 2.3148
H 1.2782 1.4098 3.4858
H 1.6587 0.1045 2.4437
H 1.3666 2.9942 1.6771
H 2.3870 1.7865 0.9433
H 0.8685 -1.9415 -3.1930
H 1.6968 -1.6015 -1.4902
H 1.0625 -3.3168 -1.9272
H -1.7902 -1.0157 -3.0664
H -2.6415 -1.6323 -1.5669
H -1.8708 -2.7844 -2.7502